Entry 1:
Here is a molecular structure, CH8ClNiO7 from the Open Molecules 2025 dataset. Energies are from wB97M-V/def2-TZVPD.

Structure (ORCA input):
```
! wB97M-V def2-TZVPD RIJCOSX def2/J DEFGRID3
* xyz -1 3
Ni 0.01536 -0.01394 0.54343
C -2.43439 0.86835 -1.33125
O -3.56888 0.35615 -1.69444
O -2.14161 1.95271 -1.96583
O -1.66943 0.33491 -0.45935
Cl -0.99424 0.11038 2.79309
O 1.83618 -0.99999 1.62803
H 2.70094 -0.63328 1.83702
H 1.97015 -1.95173 1.60445
O 1.20259 -0.13980 -1.20558
H 0.86213 0.29258 -2.00339
H 2.14006 -0.27884 -1.36792
O -0.44433 -1.99520 0.24219
H -0.04542 -2.84897 0.42546
H -1.32730 -2.18722 -0.10628
O 0.56653 2.00637 0.44188
H 0.01985 2.76736 0.66819
H 1.31181 2.36018 -0.04970
*
```

Calculated values
HOMO-LUMO gap (spin up / spin down)	3.34 / 3.26	eV
<S²>	2.004

Löwdin population analysis, charges in e, atoms 1 to 8: Ni 0.404; C -0.962; O -0.184; O -0.197; O -0.184; Cl -0.262; O -0.066; H 0.067

=====

Entry 2:
Here is a molecular structure, CH8MnO7 from the Open Molecules 2025 dataset. Energies are from wB97M-V/def2-TZVPD.

Structure (ORCA input):
```
! wB97M-V def2-TZVPD RIJCOSX def2/J DEFGRID3
* xyz 0 6
Mn -0.02182 0.00588 -0.08019
C -0.20493 -2.54988 -0.02918
O -0.49793 -3.65672 -0.50126
O 0.94946 -1.92917 -0.15890
O -1.19737 -1.70880 0.32823
O -1.73106 1.39934 0.27310
H -2.57726 1.26497 0.71514
H -1.80271 2.24408 -0.18413
O -0.12277 0.01712 -2.18451
H -0.43324 -0.56809 -2.88504
H 0.21065 0.80565 -2.62641
O 1.92014 1.06521 -0.04026
H 2.71760 1.10032 -0.58012
H 1.96772 1.83950 0.53105
O 0.31969 0.09651 2.10821
H 0.24778 -0.43699 2.90640
H 0.25605 1.01107 2.40786
*
```

Calculated values
HOMO-LUMO gap (spin up / spin down)	4.97 / 5.27	eV
<S²>	8.754

Löwdin population analysis, charges in e, atoms 1 to 8: Mn 0.844; C -0.893; O -0.043; O -0.193; O -0.234; O -0.038; H 0.093; H 0.074

=====

Summary of M in g mol⁻¹
226.2 187.0
(order as listed above)